Formula: C3H4N2O
Source: the OMol25 dataset
Level of theory: ωB97M-V/def2-TZVPD

Values from the calculation:
Total charge ... 0
HOMO-LUMO gap ... 11.8 eV
Relative energy (zero: lowest compared OMol25 entry of this formula, charge and spin) ... 1.459 eV
Highest occupied orbital energy ... -11.007 eV
Calculated total energy ... -8202.42654 eV
SMILES ... [H]/N=C/OCC#N
M ... 84.08 Da

Cartesian coordinates (Å):
H -1.9645 1.7081 1.1290
N -1.3764 0.9322 0.8402
C -0.6364 1.2640 -0.1273
O 0.2614 0.4251 -0.6774
C 0.3174 -0.8680 -0.0877
C 1.6413 -1.4458 -0.3653
N 2.6723 -1.9297 -0.5437
H -0.5991 2.2265 -0.6429
H -0.4606 -1.5059 -0.5166
H 0.1445 -0.8064 0.9918

Formula: C3H4N2O
Source: the OMol25 dataset
Level of theory: ωB97M-V/def2-TZVPD

Values from the calculation:
Total charge ... 0
HOMO-LUMO gap ... 9.3 eV
Relative energy (zero: lowest compared OMol25 entry of this formula, charge and spin) ... 1.547 eV
Highest occupied orbital energy ... -8.459 eV
Calculated total energy ... -8202.33808 eV
SMILES ... Nc1cnco1
M ... 84.08 Da

Cartesian coordinates (Å):
N -1.7876 -0.2353 -0.1754
C -0.4117 -0.1312 -0.0044
C 0.3343 0.9849 -0.0238
N 1.6417 0.5934 -0.0901
C 1.6170 -0.6767 -0.0710
O 0.3951 -1.1914 -0.0711
H -2.2678 -0.8021 0.6044
H -2.2548 0.7708 -0.2687
H 0.2510 2.0952 0.1148
H 2.4828 -1.4076 -0.0147

Formula: C3H4N2O2
Source: the OMol25 dataset
Level of theory: ωB97M-V/def2-TZVPD

Values from the calculation:
Total charge ... 0
HOMO-LUMO gap ... 10.3 eV
Relative energy (zero: lowest compared OMol25 entry of this formula, charge and spin) ... 3.654 eV
Highest occupied orbital energy ... -9.771 eV
Calculated total energy ... -10248.61150 eV
SMILES ... C=N/N=C\OC=O
M ... 100.08 Da

Cartesian coordinates (Å):
C -2.5877 -0.1817 -0.2383
N -1.3903 0.1014 0.0483
N -0.4921 -0.2435 -1.0178
C 0.6821 -0.1822 -0.6696
O 0.9600 0.2599 0.5802
C 2.2046 0.3827 0.9871
O 3.1985 0.2792 0.2775
H -2.8127 -0.6087 -1.2449
H -3.4046 0.1888 0.4681
H 1.4750 -0.5057 -1.3181
H 2.1671 0.5098 2.1275

Formula: C3H4N2O2
Source: the OMol25 dataset
Level of theory: ωB97M-V/def2-TZVPD

Values from the calculation:
Total charge ... 0
HOMO-LUMO gap ... 9.7 eV
Relative energy (zero: lowest compared OMol25 entry of this formula, charge and spin) ... 4.644 eV
Highest occupied orbital energy ... -9.704 eV
Calculated total energy ... -10247.62088 eV
M ... 100.08 Da

Cartesian coordinates (Å):
C -0.0170 0.7050 0.3650
C -1.4016 -0.0059 0.1885
C 1.0264 -0.4476 -0.0009
H 0.9328 2.2745 -0.3878
H 0.3844 0.9968 1.3368
H -2.4092 0.4709 0.5500
H 0.3971 -2.5345 -0.5985
N -1.2387 -1.2092 -0.2673
N 0.1714 -1.5351 -0.4229
O -0.0811 1.6195 -0.7556
O 2.2355 -0.3344 -0.0073

Formula: C3H4N2O2
Source: the OMol25 dataset
Level of theory: ωB97M-V/def2-TZVPD

Values from the calculation:
Total charge ... 0
HOMO-LUMO gap ... 10.0 eV
Relative energy (zero: lowest compared OMol25 entry of this formula, charge and spin) ... 2.999 eV
Highest occupied orbital energy ... -9.455 eV
Calculated total energy ... -10249.26581 eV
M ... 100.08 Da

Cartesian coordinates (Å):
N 0.1338 -1.5595 0.1404
C 1.2949 0.2554 -0.0755
C 0.2370 -0.3029 0.8501
O -0.9821 0.4328 0.6538
C -0.8123 1.2255 -0.4209
O -1.6277 1.9498 -0.9094
N 0.5357 1.0429 -0.8347
H -0.8080 -1.8624 -0.0507
H 0.7778 -2.2785 0.4309
H 0.4163 -0.3414 1.9307
H 0.8345 1.4383 -1.7147

Formula: C3H4N2O2
Source: the OMol25 dataset
Level of theory: ωB97M-V/def2-TZVPD

Values from the calculation:
Total charge ... 0
HOMO-LUMO gap ... 10.0 eV
Relative energy (zero: lowest compared OMol25 entry of this formula, charge and spin) ... 5.248 eV
Highest occupied orbital energy ... -9.684 eV
Calculated total energy ... -10247.01743 eV
M ... 100.08 Da

Cartesian coordinates (Å):
N -1.9783 -0.4070 -0.3800
C -0.9760 0.2835 0.2073
C -0.3270 1.1880 0.7964
O 2.0258 0.7266 -1.0372
C 1.8310 -0.3179 -0.4617
O 2.3047 -1.4121 -0.1968
N 0.4555 -0.4231 0.3842
H -1.5850 -1.2641 -0.7446
H -2.6066 0.0652 -1.0184
H 0.1965 2.0491 1.1535
H 0.7712 -0.7190 1.3084